Formula: C5H7NO
Source: OMol25
Level of theory: the ωB97M-V functional and the def2-TZVPD basis

- Kohn-Sham gap (alpha / beta) (eV) = 7.7 / 7.7
- spin multiplicity = 1
- total energy (eV) = -8832.68861
- LUMO (alpha / beta) (Ha) = 0.0031 / 0.0030
- energy above the lowest of the compared OMol25 structures with the same formula, charge and spin (kJ/mol) = 339.07

Last column: natural (NBO) charge in e.
Element x y z (Å)
1 C 0.45 1.07 1.15  -0.465
2 C -0.60 0.33 -1.29  -0.375
3 C 0.41 -0.60 -1.49  -0.222
4 C 0.62 -1.33 -0.32  -0.139
5 N -0.19 -0.81 0.62  -0.465
6 C -1.19 0.14 0.01  0.591
7 O -2.24 0.42 0.55  -0.640
8 H -0.18 1.96 1.15  0.214
9 H 1.31 1.12 0.50  0.202
10 H 0.66 0.72 2.15  0.187
11 H -1.02 1.01 -2.03  0.236
12 H 0.98 -0.72 -2.40  0.228
13 H 1.41 -2.03 -0.08  0.218
14 H -0.43 -1.28 1.49  0.431


Formula: C5H7NO
Source: OMol25
Level of theory: the ωB97M-V functional and the def2-TZVPD basis

- Kohn-Sham gap (eV) = 10.1
- spin multiplicity = 1
- total energy (eV) = -8833.84801
- LUMO (Ha) = 0.0060
- energy above the lowest of the compared OMol25 structures with the same formula, charge and spin (kJ/mol) = 227.21

Last column: natural (NBO) charge in e.
Element x y z (Å)
1 C -1.57 0.23 0.35  -0.619
2 C -0.60 -0.94 0.13  -0.501
3 C 0.89 -0.71 -0.08  0.522
4 C 1.44 0.60 0.33  -0.493
5 O 1.65 -1.56 -0.47  -0.542
6 C 0.89 0.89 -1.17  0.234
7 N 0.71 1.32 -2.23  -0.268
8 H -1.25 0.90 1.16  0.203
9 H -2.55 -0.16 0.63  0.226
10 H -1.71 0.84 -0.56  0.227
11 H -0.55 -1.56 1.03  0.238
12 H -0.94 -1.57 -0.69  0.245
13 H 2.53 0.66 0.29  0.266
14 H 1.05 1.06 1.28  0.263


Formula: C5H7NO
Source: OMol25
Level of theory: the ωB97M-V functional and the def2-TZVPD basis

- Kohn-Sham gap (eV) = 8.7
- spin multiplicity = 1
- total energy (eV) = -8832.82980
- LUMO (Ha) = 0.0293
- energy above the lowest of the compared OMol25 structures with the same formula, charge and spin (kJ/mol) = 325.45

Last column: natural (NBO) charge in e.
Element x y z (Å)
1 C -2.16 0.26 0.21  -0.628
2 C -0.73 -0.13 -0.01  -0.071
3 C -0.25 -1.37 -0.24  0.042
4 O 1.10 -1.37 -0.41  -0.402
5 C 1.48 -0.08 -0.33  0.349
6 N 2.85 0.12 -0.15  -0.778
7 C 0.40 0.74 -0.06  -0.417
8 H -2.32 0.70 1.20  0.218
9 H -2.81 -0.62 0.12  0.220
10 H -2.48 0.99 -0.54  0.219
11 H -0.73 -2.34 -0.34  0.204
12 H 2.06 0.23 0.83  0.452
13 H 3.09 1.10 -0.31  0.362
14 H 0.45 1.82 0.05  0.229


Formula: C5H7NO
Source: OMol25
Level of theory: the ωB97M-V functional and the def2-TZVPD basis

- Kohn-Sham gap (eV) = 10.6
- spin multiplicity = 1
- total energy (eV) = -8834.74331
- LUMO (Ha) = 0.0333
- energy above the lowest of the compared OMol25 structures with the same formula, charge and spin (kJ/mol) = 140.82

Last column: natural (NBO) charge in e.
Element x y z (Å)
1 C -0.88 -0.72 -1.99  -0.384
2 C -0.55 -0.80 -0.73  0.057
3 C -0.17 -1.54 0.45  -0.426
4 C -0.33 -0.03 0.57  -0.377
5 C 0.92 0.77 0.58  0.667
6 N 0.81 2.02 1.09  -0.819
7 O 1.95 0.37 0.07  -0.626
8 H -1.08 0.23 -2.46  0.204
9 H -1.00 -1.60 -2.60  0.205
10 H -0.91 -2.16 0.95  0.227
11 H 0.84 -1.92 0.50  0.252
12 H -1.18 0.38 1.10  0.222
13 H 1.63 2.60 1.08  0.405
14 H -0.06 2.41 1.41  0.392


Formula: C5H7NO
Source: OMol25
Level of theory: the ωB97M-V functional and the def2-TZVPD basis

- Kohn-Sham gap (eV) = 9.7
- spin multiplicity = 1
- total energy (eV) = -8832.85410
- LUMO (Ha) = 0.0235
- energy above the lowest of the compared OMol25 structures with the same formula, charge and spin (kJ/mol) = 323.10

Last column: natural (NBO) charge in e.
Element x y z (Å)
1 O -0.88 1.80 2.43  -0.669
2 C -1.51 0.81 1.74  0.100
3 C -1.08 0.28 0.62  -0.122
4 C -0.79 0.07 -0.64  -0.223
5 C 0.22 -0.83 -1.28  -0.124
6 C 1.65 -0.49 -1.07  -0.238
7 N 1.10 -1.74 -0.57  -0.570
8 H -0.05 2.00 1.96  0.479
9 H -2.44 0.50 2.22  0.199
10 H -1.30 0.72 -1.35  0.216
11 H -0.08 -1.19 -2.26  0.206
12 H 1.86 0.30 -0.34  0.189
13 H 2.36 -0.56 -1.90  0.199
14 H 0.95 -1.68 0.44  0.357


Formula: C5H7NO
Source: OMol25
Level of theory: the ωB97M-V functional and the def2-TZVPD basis

- Kohn-Sham gap (eV) = 8.2
- spin multiplicity = 1
- total energy (eV) = -8833.89858
- LUMO (Ha) = 0.0002
- energy above the lowest of the compared OMol25 structures with the same formula, charge and spin (kJ/mol) = 222.33

Last column: natural (NBO) charge in e.
Element x y z (Å)
1 C 1.63 1.16 0.16  -0.661
2 C 0.45 0.25 0.14  0.116
3 C 0.27 -0.93 0.81  -0.346
4 C -1.03 -1.46 0.51  0.146
5 N -1.72 -0.63 -0.19  -0.502
6 C -0.72 0.58 -0.77  0.302
7 O -1.17 1.71 -1.00  -0.728
8 H 2.37 0.85 0.91  0.217
9 H 1.29 2.18 0.37  0.255
10 H 2.12 1.19 -0.82  0.242
11 H -0.52 -0.18 -1.61  0.119
12 H 1.01 -1.44 1.42  0.226
13 H -1.37 -2.47 0.74  0.205
14 H -2.60 -0.81 -0.66  0.411


Please write out number 3 again, unchanged.
Formula: C5H7NO
Source: OMol25
Level of theory: the ωB97M-V functional and the def2-TZVPD basis

- Kohn-Sham gap (eV) = 8.7
- spin multiplicity = 1
- total energy (eV) = -8832.82980
- LUMO (Ha) = 0.0293
- energy above the lowest of the compared OMol25 structures with the same formula, charge and spin (kJ/mol) = 325.45

Last column: natural (NBO) charge in e.
Element x y z (Å)
1 C -2.16 0.26 0.21  -0.628
2 C -0.73 -0.13 -0.01  -0.071
3 C -0.25 -1.37 -0.24  0.042
4 O 1.10 -1.37 -0.41  -0.402
5 C 1.48 -0.08 -0.33  0.349
6 N 2.85 0.12 -0.15  -0.778
7 C 0.40 0.74 -0.06  -0.417
8 H -2.32 0.70 1.20  0.218
9 H -2.81 -0.62 0.12  0.220
10 H -2.48 0.99 -0.54  0.219
11 H -0.73 -2.34 -0.34  0.204
12 H 2.06 0.23 0.83  0.452
13 H 3.09 1.10 -0.31  0.362
14 H 0.45 1.82 0.05  0.229